[1]
47
Properties=species:S:1:pos:R:3:mulliken_spin:R:1 method="wB97M-V/def2-TZVPD" charge=+4 orbital_gap_ev="7.94 / 7.74" lumo_energy_ev="-16.2 / -16.1" energy_ha=-1056.155271 homo_energy_ha="-0.889 / -0.876" spin_multiplicity=2 relative_energy_kcal_mol=0.0 s2=0.809
Re 0.259 0.031 -0.203 0.84
C -2.668 -1.072 -0.182 0.00
C -2.625 0.212 0.600 0.00
O -1.588 1.041 -0.060 0.04
C -2.054 1.733 -1.289 -0.01
C -1.418 1.013 -2.451 0.02
O 0.006 0.785 -2.060 -0.01
C 0.984 1.850 -2.489 0.01
C 1.255 2.696 -1.284 0.00
O 1.470 1.724 -0.194 0.02
C 1.619 2.378 1.129 0.00
C 1.795 1.247 2.086 0.00
O 0.694 0.283 1.766 0.04
C 0.514 -0.780 2.807 -0.01
C 1.267 -1.947 2.258 0.01
O 0.799 -2.109 0.895 0.00
C -0.180 -3.177 0.729 0.00
C -0.919 -2.853 -0.540 0.00
O -1.245 -1.430 -0.374 0.02
H -3.131 -0.989 -1.165 0.00
H -3.175 -1.859 0.378 0.00
H -2.282 0.088 1.625 0.00
H -3.578 0.740 0.613 0.00
H -1.775 2.779 -1.189 0.00
H -3.141 1.675 -1.350 0.00
H -1.459 1.566 -3.389 0.00
H -1.823 0.019 -2.619 0.00
H 0.552 2.412 -3.316 0.00
H 1.857 1.314 -2.856 0.00
H 0.419 3.334 -0.997 0.00
H 2.152 3.308 -1.406 0.00
H 0.715 2.960 1.320 0.00
H 2.490 3.035 1.108 0.00
H 1.681 1.583 3.117 0.00
H 2.744 0.723 1.969 0.00
H -0.557 -0.942 2.909 0.00
H 0.909 -0.411 3.753 0.00
H 1.106 -2.854 2.845 0.00
H 2.342 -1.764 2.219 0.00
H -0.844 -3.205 1.596 0.00
H 0.334 -4.137 0.645 0.00
H -1.829 -3.440 -0.654 0.00
H -0.323 -2.958 -1.445 0.00
N 1.934 -0.995 -1.083 0.01
H 1.640 -1.669 -1.797 0.00
H 2.472 -1.557 -0.418 0.01
H 2.603 -0.382 -1.554 0.01

***

[2]
51
Properties=species:S:1:pos:R:3:mulliken_charge:R:1 method="wB97M-V/def2-TZVPD" orbital_gap_ev=8.18 lumo_energy_ev=0.0 energy_ha=-2164.506810 homo_energy_ha=-0.301 relative_energy_kcal_mol=259.6
Cs 0.591 -3.538 0.918 1.06
B -0.833 -1.960 1.924 0.07
H -0.359 -2.130 2.878 -0.14
H -1.644 -1.254 2.014 -0.39
H -0.121 -1.698 1.157 -2.00
H -1.291 -2.897 1.646 -0.24
C -1.454 0.925 -1.591 -0.61
C -1.605 0.353 -3.036 -0.97
C -0.459 -0.617 -3.215 -0.59
S -0.484 -1.586 -1.714 0.69
O 0.901 -1.686 -1.258 -0.54
O -1.281 -2.765 -1.889 -0.70
C -1.452 -0.327 -0.663 1.74
H -2.275 1.590 -1.321 -0.17
H -0.442 1.323 -1.512 0.37
H -1.518 1.235 -3.671 0.48
H -2.478 -0.254 -3.279 0.32
H 0.415 0.034 -3.194 0.27
H -0.315 -1.350 -4.009 0.54
H -0.961 -0.159 0.296 -2.20
H -2.471 -0.706 -0.738 0.51
C -2.924 0.813 1.360 -1.12
C -2.489 1.848 0.270 0.82
C -1.759 2.987 1.085 -0.86
S -1.098 2.233 2.599 1.12
O -1.698 2.899 3.786 -0.73
O 0.385 2.132 2.461 -0.63
C -1.851 0.587 2.362 -0.09
H -3.221 -0.175 1.008 0.45
H -3.745 1.249 1.928 0.51
H -3.216 2.327 -0.385 0.61
H -1.706 1.258 -0.207 -0.34
H -2.390 3.835 1.353 0.37
H -0.880 3.430 0.617 0.44
H -1.966 0.134 3.347 0.56
H -0.924 0.257 1.894 -0.41
C 2.579 0.041 -1.015 -0.44
C 3.990 0.315 -0.722 -0.65
C 4.593 -1.028 -0.358 -0.81
S 3.264 -1.697 0.623 1.21
O 3.546 -1.523 2.021 -0.72
O 2.702 -2.864 0.097 -0.69
C 1.986 -0.417 0.243 2.45
H 2.404 -0.711 -1.785 0.43
H 1.958 0.909 -1.236 0.06
H 4.094 0.998 0.121 0.34
H 4.630 0.681 -1.524 0.39
H 5.558 -0.948 0.142 0.43
H 4.656 -1.716 -1.201 0.43
H 2.074 0.417 0.939 0.41
H 0.984 -0.803 0.434 -1.05

***

[3]
67
Properties=species:S:1:pos:R:3:mulliken_charge:R:1 method="wB97M-V/def2-TZVPD" orbital_gap_ev=7.93 lumo_energy_ev=-0.5 energy_ha=-4772.182175 homo_energy_ha=-0.311 relative_energy_kcal_mol=0.0
K -1.362 1.450 0.332 1.06
C 2.492 5.062 0.178 0.67
F 2.897 3.885 0.652 -0.27
F 3.200 6.083 0.607 -0.21
F 2.648 5.029 -1.157 -0.24
S 0.644 5.291 0.585 0.70
O 0.103 6.283 -0.312 -0.56
O 0.033 3.988 0.419 -0.52
N 0.728 5.570 2.263 -0.41
S 0.439 7.121 2.393 1.08
O 1.338 7.906 1.568 -0.62
O -0.975 7.446 2.383 -0.65
C 1.018 7.550 4.153 0.61
F 0.518 6.709 5.045 -0.23
F 2.344 7.440 4.189 -0.23
F 0.706 8.790 4.440 -0.20
C -4.973 1.225 0.436 -0.60
O -3.946 0.704 -0.414 -0.45
H -5.940 1.356 -0.056 0.24
H -5.136 0.536 1.268 0.26
H -4.637 2.205 0.782 0.26
H -3.841 -0.229 -0.194 0.31
O -1.724 -1.091 1.278 -0.62
S -2.535 -2.252 1.052 1.40
O -3.776 -2.176 0.326 -0.78
O -1.555 -3.289 0.302 -0.19
C -2.096 -4.566 -0.074 -0.36
C -2.543 -4.559 -1.519 -0.95
C -2.818 -3.092 2.657 -1.13
H -2.939 -4.823 0.572 0.27
H -1.374 -5.378 0.016 0.36
H -3.142 -3.699 -1.811 0.26
H -3.141 -5.450 -1.729 0.42
H -1.678 -4.587 -2.183 0.10
H -3.430 -3.964 2.453 0.40
H -3.379 -2.358 3.232 0.44
H -1.854 -3.282 3.116 0.30
O -1.367 -2.133 -3.752 -0.65
S -0.503 -1.309 -2.932 0.85
O -0.993 -0.718 -1.693 -0.32
O 0.829 -2.149 -2.561 0.00
C 1.279 -3.078 -3.556 -0.30
C 2.580 -3.729 -3.021 -1.12
C 0.277 0.023 -3.896 -1.01
H 1.426 -2.592 -4.519 0.43
H 0.562 -3.891 -3.663 0.18
H 3.192 -4.022 -3.876 0.40
H 2.330 -4.641 -2.486 0.30
H 3.153 -3.006 -2.449 0.21
H 0.875 -0.501 -4.636 0.37
H 0.888 0.563 -3.178 0.25
H -0.504 0.615 -4.363 0.43
O 3.553 0.218 -1.386 -0.63
S 2.682 0.097 -0.248 1.06
O 1.350 0.690 -0.226 -0.43
O 2.530 -1.462 0.101 -0.30
C 1.490 -1.840 1.037 0.37
C 1.783 -3.285 1.379 -1.33
C 3.548 0.664 1.216 -0.74
H 0.535 -1.602 0.579 0.02
H 1.588 -1.219 1.934 0.35
H 1.010 -3.725 2.008 0.33
H 2.759 -3.350 1.854 0.40
H 1.794 -3.875 0.463 0.22
H 2.966 0.376 2.091 0.28
H 3.511 1.754 1.193 0.13
H 4.561 0.295 1.337 0.37

***

[4]
72
Properties=species:S:1:pos:R:3:mulliken_spin:R:1 method="wB97M-V/def2-TZVPD" orbital_gap_ev="7.79 / 9.75" lumo_energy_ev="0.4 / 0.4" energy_ha=-5322.300870 homo_energy_ha="-0.271 / -0.343" spin_multiplicity=4 relative_energy_kcal_mol=47.7 s2=3.753
V -0.583 0.325 0.338 2.91
O -4.540 1.054 0.025 0.00
C -3.230 0.794 0.187 -0.03
O -2.529 1.150 1.129 -0.01
O -2.665 0.191 -0.675 -0.01
H -4.596 0.719 -0.873 0.00
C 0.180 1.984 4.184 0.00
F -0.913 1.344 3.826 0.01
F -0.120 3.057 4.901 0.00
F 0.934 1.146 4.833 0.00
S 1.024 2.546 2.569 0.04
O 0.181 3.556 1.951 0.00
O 2.348 3.026 2.985 0.00
N 0.937 1.080 1.578 -0.01
S 2.242 0.288 1.760 0.03
O 2.835 0.329 3.075 0.00
O 2.248 -1.076 1.206 0.00
C 3.527 1.294 0.674 0.00
F 3.508 0.713 -0.524 0.00
F 3.006 2.521 0.519 0.00
F 4.726 1.342 1.228 0.00
C 3.494 -1.989 -2.089 0.00
O 2.194 -2.685 -2.172 0.00
P 0.746 -1.924 -2.207 -0.01
O 0.340 -0.989 -1.082 0.00
O 0.881 -1.104 -3.546 0.00
C -0.189 -0.444 -4.152 0.00
O -0.392 -3.085 -2.604 0.00
C -0.787 -4.180 -1.800 0.00
H 4.239 -2.709 -2.429 0.00
H 3.675 -1.685 -1.058 0.00
H 3.508 -1.076 -2.684 0.00
H -0.308 -0.969 -5.099 0.00
H 0.162 0.578 -4.293 0.00
H -1.110 -0.548 -3.577 0.00
H -1.861 -4.349 -1.878 0.00
H -0.577 -4.008 -0.744 0.00
H -0.253 -5.068 -2.137 0.00
C 0.224 -2.358 4.218 0.00
O -1.053 -2.670 3.759 0.00
P -1.400 -2.707 2.180 0.01
O -0.851 -1.534 1.412 0.04
O -1.017 -4.247 1.735 0.00
C -1.612 -5.382 2.353 0.00
O -3.047 -2.733 2.152 0.00
C -3.770 -2.938 0.964 0.00
H 0.867 -2.235 3.347 0.00
H 0.605 -3.184 4.819 0.00
H 0.274 -1.464 4.839 0.00
H -2.428 -5.037 2.988 0.00
H -0.871 -5.890 2.969 0.00
H -1.928 -6.083 1.580 0.00
H -4.104 -3.970 0.857 0.00
H -3.307 -2.685 0.010 0.00
H -4.691 -2.357 0.921 0.00
C 2.135 2.438 -3.390 0.00
O 0.872 3.040 -3.239 0.00
P 0.152 3.130 -1.763 0.01
O 0.108 1.866 -1.037 0.01
O 0.887 4.345 -0.978 0.00
C 1.057 5.592 -1.662 0.00
O -1.341 3.725 -1.968 0.00
C -2.052 4.320 -0.920 0.00
H 2.240 1.753 -2.549 0.00
H 2.974 3.127 -3.484 0.00
H 2.129 1.733 -4.222 0.00
H 0.518 6.376 -1.130 0.00
H 0.853 5.623 -2.732 0.00
H 2.114 5.795 -1.489 0.00
H -2.008 5.403 -1.033 0.00
H -1.703 4.010 0.065 0.00
H -3.107 4.048 -0.919 0.00

***

[5]
47
Properties=species:S:1:pos:R:3:mulliken_spin:R:1 method="wB97M-V/def2-TZVPD" charge=+2 orbital_gap_ev="4.23 / 4.15" lumo_energy_ev="-10.3 / -10.3" energy_ha=-2838.118234 homo_energy_ha="-0.532 / -0.530" spin_multiplicity=2 relative_energy_kcal_mol=66.9 s2=0.776
C 3.249 -2.072 0.181 0.00
C 1.827 -1.998 0.623 0.00
H 3.834 -2.889 0.631 0.00
H 3.761 -1.137 0.420 0.00
H 3.287 -2.201 -0.902 0.00
O 1.219 -2.639 1.377 0.00
I -0.914 2.257 -2.335 0.04
Yb 0.820 0.399 -0.771 0.00
P 0.070 -1.642 -2.243 0.01
C -1.571 -2.435 -2.098 0.00
C -0.089 -0.749 -3.865 0.00
H -0.023 -1.387 -4.759 0.00
H 0.814 -3.575 -3.575 0.00
H 0.709 0.008 -3.910 0.00
H 2.178 -2.616 -2.937 0.00
H -2.336 -1.665 -1.932 0.00
H -1.019 -0.161 -3.887 0.00
C 1.181 -3.014 -2.705 0.00
H -1.845 -3.025 -2.984 0.00
H 1.299 -3.698 -1.858 0.00
H -1.577 -3.084 -1.214 0.00
P 1.392 1.347 1.523 0.00
C 0.248 1.499 2.910 0.00
C 2.988 0.962 2.245 0.00
H 2.013 2.995 -0.199 0.00
H 2.168 3.668 1.457 0.00
H 0.561 3.491 0.643 0.00
C 1.548 3.035 0.805 0.00
H 3.785 0.947 1.493 0.00
H 3.207 1.710 3.011 0.00
H 0.621 2.143 3.718 0.00
H 0.090 0.479 3.274 0.00
H 2.965 -0.035 2.701 0.00
H -0.730 1.820 2.535 0.00
C -0.918 -1.037 0.632 0.01
O -1.741 -1.469 1.310 0.05
C -3.531 0.617 0.117 0.07
C -2.502 1.542 0.691 -0.01
C -2.909 2.145 2.044 0.02
O -1.269 1.014 0.624 0.70
H -3.752 -0.151 0.884 0.01
H -3.106 0.154 -0.776 0.00
H -4.425 1.190 -0.119 -0.01
H -2.397 2.356 0.002 0.12
H -2.890 1.419 2.850 0.01
H -2.346 3.014 2.368 0.00
H -3.942 2.467 2.002 0.00

***

[6]
46
Properties=species:S:1:pos:R:3:mulliken_charge:R:1 method="wB97M-V/def2-TZVPD" charge=+1 orbital_gap_ev="5.64 / 5.64" lumo_energy_ev="-4.3 / -4.3" energy_ha=-1513.593555 homo_energy_ha="-0.367 / -0.367" relative_energy_kcal_mol=39.2
Tl -0.881 -0.058 -1.699 0.64
H 3.669 0.121 0.437 0.01
H 3.560 -0.616 0.535 -0.01
P 0.379 2.341 -1.663 0.59
P 0.278 -2.529 -1.615 0.70
C -0.966 -3.529 -0.703 -1.25
H -0.892 -4.580 -1.031 0.45
H -0.768 -3.467 0.377 0.33
H -1.982 -3.159 -0.908 0.32
C -0.058 -3.138 -3.310 -1.22
H 0.751 -2.822 -3.984 0.36
H -0.094 -4.239 -3.275 0.39
H -1.017 -2.750 -3.676 0.35
C 1.787 -3.487 -1.244 -1.21
H 2.009 -3.423 -0.169 0.35
H 1.629 -4.541 -1.529 0.40
H 2.625 -3.067 -1.819 0.36
C -0.085 2.992 -3.309 -1.25
H -0.029 4.092 -3.273 0.40
H 0.616 2.616 -4.068 0.35
H -1.106 2.686 -3.573 0.36
C -0.693 3.406 -0.617 -1.23
H -0.380 3.329 0.434 0.32
H -0.599 4.452 -0.955 0.44
H -1.745 3.094 -0.703 0.34
C 1.983 3.180 -1.443 -1.15
H 2.728 2.699 -2.093 0.35
H 1.878 4.243 -1.716 0.40
H 2.304 3.097 -0.394 0.33
H 0.968 -0.036 -2.279 -0.22
H -2.091 -0.123 -3.043 -0.04
N -0.787 0.627 6.073 -0.31
C -1.589 0.074 5.112 0.32
O -2.662 -0.422 5.444 -0.61
C -1.136 0.106 3.675 0.97
C 0.057 0.696 3.243 -0.47
C 0.373 0.708 1.878 -1.00
N -0.425 0.161 0.942 -0.07
C -1.572 -0.408 1.348 0.11
C -1.960 -0.457 2.688 -0.91
H -1.124 0.572 7.023 0.25
H 0.125 1.018 5.925 0.14
H 0.747 1.141 3.952 0.27
H 1.292 1.169 1.509 0.44
H -2.212 -0.833 0.563 0.43
H -2.903 -0.938 2.937 0.46

***

[7]
50
Properties=species:S:1:pos:R:3:mulliken_charge:R:1 method="wB97M-V/def2-TZVPD" charge=+1 orbital_gap_ev=9.65 lumo_energy_ev=-2.9 energy_ha=-1696.994137 homo_energy_ha=-0.462 relative_energy_kcal_mol=0.0
C -0.893 -0.240 3.515 -1.38
C -2.119 -0.405 2.622 0.44
C -2.546 -1.873 2.563 -1.53
C -1.837 0.164 1.216 1.83
C -2.934 -0.152 0.203 -1.97
C -1.643 1.685 1.290 -1.15
O -0.229 2.052 1.098 -0.10
N -0.036 2.710 -0.075 -0.21
C 0.696 2.170 -1.017 -0.09
N 0.998 2.766 -2.176 -0.27
C 1.410 1.687 -3.134 -0.69
C 1.042 0.448 -2.315 -0.12
P 1.852 -1.166 -2.766 -0.11
P 0.045 -2.348 -2.525 0.82
O -0.387 -2.170 -1.133 -0.46
O 0.532 -3.792 -2.961 -0.50
O -1.072 -2.041 -3.630 -0.51
N 1.222 0.891 -0.893 0.50
C 2.614 1.008 -0.333 -0.69
C 3.052 -0.112 0.619 0.17
C 2.000 -0.442 1.679 -0.92
O 3.510 -1.246 -0.091 -0.65
H -0.056 -0.817 3.110 0.20
H -0.565 0.799 3.609 0.32
H -1.091 -0.615 4.520 0.50
H -2.942 0.179 3.055 0.34
H -1.980 -2.412 1.798 0.28
H -2.359 -2.367 3.518 0.41
H -3.608 -1.983 2.345 0.37
H -0.892 -0.262 0.863 -0.37
H -3.881 0.310 0.498 0.39
H -3.086 -1.223 0.097 0.40
H -2.668 0.228 -0.788 0.48
H -2.223 2.185 0.510 0.53
H -1.907 2.114 2.256 0.37
H -0.393 3.658 -0.127 0.22
H 0.408 3.512 -2.520 0.30
H 0.834 1.765 -4.053 0.40
H 2.476 1.785 -3.335 0.37
H -0.044 0.341 -2.409 0.10
H 1.870 -0.968 -4.164 0.14
H 0.024 -4.504 -2.536 0.37
H -1.128 -1.126 -3.937 0.37
H 2.634 1.937 0.244 0.48
H 3.343 1.111 -1.143 0.29
H 3.947 0.287 1.105 0.48
H 2.391 -0.285 2.684 0.32
H 1.101 0.157 1.565 -0.17
H 1.711 -1.493 1.611 0.40
H 2.807 -1.907 -0.133 0.34

***

[8]
48
Properties=species:S:1:pos:R:3:mulliken_charge:R:1 method="wB97M-V/def2-TZVPD" orbital_gap_ev=7.50 lumo_energy_ev=0.4 energy_ha=-993.776605 homo_energy_ha=-0.262 relative_energy_kcal_mol=198.1
C 1.626 1.991 -3.753 -0.88
N 2.358 0.812 -3.202 0.12
C 3.676 0.460 -3.786 -0.93
C 1.913 0.266 -2.085 0.47
O 2.583 -0.459 -1.308 -0.71
H 1.627 2.019 -4.843 0.33
H 1.916 2.941 -3.305 0.30
H 0.577 1.908 -3.470 0.26
H 3.385 0.349 -4.830 0.35
H 4.343 1.297 -3.577 0.29
H 3.881 -0.510 -3.331 0.28
H 0.936 0.631 -1.732 0.14
C 0.179 0.814 5.481 -1.13
N -0.901 1.222 4.602 0.11
C -1.377 0.116 3.657 -1.02
C -1.371 2.496 4.648 0.12
O -2.312 2.752 3.897 -0.61
H 0.013 -0.217 5.792 0.42
H -0.042 1.346 6.406 0.45
H 1.172 1.003 5.073 0.25
H -0.764 -0.778 3.776 0.43
H -2.307 -0.222 4.113 0.36
H -1.562 0.310 2.601 0.31
H -0.836 3.121 5.380 0.34
C -3.001 -0.028 -0.611 -0.82
N -2.210 0.828 0.232 0.22
C -2.920 1.487 1.289 -0.67
C -0.922 1.176 -0.124 -0.21
O -0.200 0.679 -1.042 -0.61
H -3.674 -0.618 0.012 0.41
H -2.271 -0.716 -1.038 0.09
H -3.560 0.605 -1.299 0.32
H -2.897 2.513 0.921 0.40
H -3.982 1.256 1.371 0.35
H -2.477 1.296 2.266 0.01
H -0.381 1.785 0.617 0.47
C 0.209 -1.577 -1.765 -0.92
N 0.912 -2.837 -1.396 0.26
C 0.264 -4.073 -1.722 -1.10
C 2.242 -2.790 -1.047 -0.09
O 3.066 -3.696 -0.745 -0.68
H -0.843 -1.482 -1.499 0.24
H 0.294 -1.401 -2.837 0.29
H 0.515 -0.755 -1.117 0.48
H 0.890 -4.846 -2.169 0.37
H -0.037 -4.573 -0.802 0.31
H -0.508 -4.059 -2.491 0.37
H 2.779 -1.841 -1.204 0.46